14
Properties=species:S:1:pos:R:3 method="wB97M-V/def2-TZVPD" gap_ev=10.3 de_lowest_kj_mol=118.2 smiles="O=C(CCl)C1(Cl)CC1" energy_ha=-1189.682207
O -0.929 0.043 -1.671
Cl 2.262 -1.232 -1.943
Cl 1.591 0.162 1.276
C 0.076 0.062 -0.973
C 1.452 0.347 -1.583
C -1.113 0.599 1.360
C -1.078 -0.922 1.084
C 0.030 -0.022 0.536
H 2.110 0.997 -1.012
H 1.285 0.820 -2.588
H -1.773 1.240 0.842
H -1.169 0.857 2.502
H -0.841 -1.638 1.823
H -1.904 -1.314 0.347